The following is a quantum chemistry calculation of 2 unconnected molecules or ions with the total composition C2H7O2, from the Open Molecules 2025 dataset.

Output
* max |F|: 4.2 eV/Å
* HOMO-LUMO gap: 11.5 eV
* charge: +1
* energy above the lowest of the compared OMol25 structures with the same formula, charge and spin: 1.0028 eV

```
11
Properties=species:S:1:pos:R:3:forces:R:3
O -0.900 1.308 -0.653 -0.110 1.241 -0.729
O -1.055 -1.183 0.372 -0.528 -1.007 0.922
C 1.143 -0.189 0.815 0.154 -1.709 -2.209
C -0.001 -0.782 -0.140 3.027 2.637 1.246
H 0.913 -0.580 1.792 -0.026 0.397 0.499
H -1.691 -1.630 -0.213 -0.125 0.163 -0.234
H -1.186 1.288 -1.599 0.264 0.549 1.100
H 1.186 0.916 0.712 -0.235 -0.888 0.206
H 0.164 -0.808 -1.204 -0.003 -0.407 -0.388
H 2.196 -0.606 0.507 -2.118 0.668 0.273
H -0.768 2.268 -0.388 -0.299 -1.645 -0.686
```
Forces are in eV/Å.



The following is a quantum chemistry calculation of 2 unconnected molecules or ions with the total composition C25H21N7O6S, from the Open Molecules 2025 dataset.

Output
* max |F|: 3.2 eV/Å
* HOMO-LUMO gap: 6.6 eV

```
60
Properties=species:S:1:pos:R:3:forces:R:3
S 2.471 0.847 -0.382 0.042 0.255 -0.296
O 2.494 4.394 -5.198 -0.223 0.420 0.101
O 2.199 6.352 -4.082 -0.375 -1.179 0.090
O -0.915 5.157 -0.709 0.291 -0.658 0.286
O -0.214 -0.284 -3.549 1.445 1.521 -0.702
O -1.806 3.216 0.077 0.960 0.890 -0.896
O 1.323 0.256 -5.010 -0.932 1.123 1.739
N 1.947 5.162 -4.142 -0.576 -1.422 0.546
N -0.140 0.094 -0.505 1.579 -1.101 1.502
N 0.016 5.576 -1.635 0.704 -2.562 -1.148
N 2.119 3.079 -5.137 -1.384 0.039 2.407
N 1.388 -1.169 0.780 0.156 -0.449 0.687
N 0.610 0.533 -4.030 -0.482 -2.436 -0.866
N -1.018 3.760 -0.684 0.534 -1.356 -0.810
C -0.027 1.981 -2.194 0.244 -0.196 -3.139
C -1.513 0.190 2.238 -0.354 0.160 0.234
C -1.354 -4.446 1.312 -0.042 -0.046 0.010
C 0.465 4.421 -2.213 -1.633 2.437 1.339
C -3.672 0.953 3.033 0.089 -0.217 -0.149
C 0.685 1.832 -3.398 -0.874 0.719 1.660
C -2.317 0.698 3.266 0.091 0.050 -0.321
C -4.226 0.672 1.779 0.127 0.082 -0.013
C -3.429 0.145 0.761 0.127 -0.009 0.310
C 3.431 -0.095 0.731 0.771 -0.379 0.666
C 3.216 -2.015 2.233 0.385 0.171 -0.046
C 4.767 0.064 1.103 -0.317 -0.168 -0.092
C 2.687 -1.134 1.290 -0.340 -0.183 -0.139
C 1.229 4.246 -3.395 1.363 1.633 -0.727
C 1.056 -0.151 -0.069 -1.892 -0.080 0.169
C -0.141 3.263 -1.654 -0.752 2.497 1.188
C 4.568 -1.871 2.574 -0.225 0.310 -0.312
C -0.758 -2.187 0.284 -0.179 -0.512 -0.312
C 0.389 -2.122 1.257 0.641 0.079 0.124
C -2.078 -0.126 1.001 0.064 0.078 -0.314
C -2.989 -3.257 -0.179 -0.123 -0.114 0.002
C 5.338 -0.846 2.005 -0.231 -0.011 -0.027
C -1.242 -0.783 -0.092 0.101 0.328 -0.179
C 1.354 2.986 -4.008 1.353 -0.538 -2.004
C -1.869 -3.081 0.842 -0.221 0.064 0.275
H -2.280 -2.566 1.728 0.038 -0.143 -0.237
H -0.526 1.129 -1.715 0.243 0.386 -0.393
H 0.047 -1.852 2.271 0.093 -0.087 -0.271
H -2.199 -5.065 1.635 0.165 0.084 -0.084
H -5.281 0.869 1.579 0.310 0.006 0.127
H -0.389 -2.647 -0.651 -0.008 0.105 0.217
H -1.868 0.904 4.240 -0.189 0.034 -0.285
H -3.845 -0.052 -0.233 0.091 0.053 0.420
H 2.592 -2.788 2.684 0.266 0.220 -0.157
H -3.738 -3.953 0.214 0.071 0.111 -0.136
H 6.393 -0.755 2.268 -0.336 0.037 -0.056
H -1.851 -0.869 -1.000 -0.124 -0.055 0.246
H -0.834 -4.980 0.504 -0.071 0.092 0.136
H -4.294 1.374 3.824 0.167 -0.152 -0.213
H 5.019 -2.562 3.286 -0.104 0.197 -0.170
H -3.497 -2.312 -0.398 0.108 -0.227 -0.009
H -0.439 0.057 2.398 -0.452 0.134 0.023
H 5.332 0.889 0.677 0.105 -0.202 0.123
H -0.677 -4.360 2.170 -0.094 -0.052 -0.178
H -2.592 -3.672 -1.117 -0.115 0.082 0.150
H 0.881 -3.096 1.335 -0.076 0.136 -0.095
```
Forces are in eV/Å.



The following is a quantum chemistry calculation of a molecular structure, C19H12HgN3O2S2, from the Open Molecules 2025 dataset.

Output
* max |F|: 0.4 eV/Å
* HOMO-LUMO gap (spin up / spin down): 3.6 / 6.8 eV
* <S²>: 0.767
* multiplicity: 2
* charge: -2
* energy above the lowest of the compared OMol25 structures with the same formula, charge and spin: 0.0891 eV

```
39
Properties=species:S:1:pos:R:3:forces:R:3
Hg 1.481 -1.786 0.136 -0.336 -0.111 -0.122
S 2.634 -1.114 2.212 -0.025 0.104 -0.078
S 3.138 -2.926 -1.555 0.099 0.095 0.093
O -0.721 -1.705 -2.752 -0.071 0.054 0.272
O -1.119 -2.161 1.848 -0.015 0.023 -0.197
N -0.593 -1.948 -0.422 0.067 0.008 0.333
N 1.724 0.750 -0.106 0.247 -0.014 0.128
N 5.705 -2.277 -0.513 -0.107 -0.039 -0.059
C -2.810 -1.957 0.108 -0.199 0.049 -0.174
C -1.271 -1.809 -1.629 0.357 -0.026 -0.205
C 1.595 2.747 1.238 -0.010 -0.050 0.036
C -2.678 -1.810 -1.312 -0.196 -0.039 0.112
C -5.197 -1.877 -0.109 0.045 0.022 -0.130
C 1.504 1.434 -1.198 -0.069 0.143 -0.108
C 2.186 1.229 3.479 0.001 0.082 0.045
C 1.816 1.355 1.106 -0.024 -0.014 0.059
C 1.306 2.841 -1.146 -0.014 -0.177 -0.212
C -5.065 -1.734 -1.527 0.058 -0.022 0.123
C 1.481 0.687 -2.497 -0.022 0.045 -0.026
C -1.480 -2.036 0.661 0.154 -0.052 -0.023
C -4.080 -1.986 0.694 0.046 -0.001 -0.064
C 1.332 3.472 0.054 0.008 0.103 0.118
C 1.933 2.609 3.602 0.026 -0.169 0.085
C 1.650 3.370 2.507 -0.009 0.026 -0.107
C 2.160 0.566 2.266 0.009 0.061 -0.069
C 4.642 -2.527 -0.908 0.010 -0.025 -0.017
C -3.817 -1.701 -2.117 -0.024 -0.014 0.079
H 1.462 4.435 2.587 0.000 0.001 -0.016
H 2.418 0.645 4.361 0.001 0.041 0.024
H 2.433 0.173 -2.644 -0.015 -0.001 0.020
H -4.177 -2.092 1.770 0.016 0.001 -0.016
H 1.164 4.543 0.122 0.000 -0.017 0.017
H 1.305 1.364 -3.335 0.016 0.001 0.013
H 1.125 3.388 -2.063 -0.010 -0.031 -0.004
H 0.704 -0.086 -2.506 -0.028 -0.028 0.022
H -6.187 -1.896 0.336 -0.003 -0.003 -0.014
H 1.965 3.068 4.583 0.015 -0.030 0.029
H -3.711 -1.593 -3.192 0.010 -0.002 0.017
H -5.956 -1.652 -2.141 -0.010 0.004 0.013
```
Forces are in eV/Å.



no.,E_tot (Eh)
1,-230.56392
2,-2197.78666
3,-1995.90636